Below is a molecular structure, C35H50BrF27NO8PS2 in a non-equilibrium geometry, with properties calculated with ωB97M-V/def2-TZVPD.

CARTESIAN COORDINATES (ANGSTROEM)
C1 3.00963 -3.59115 4.26875
C2 3.13300 -2.08367 4.41056
C3 2.03321 -1.30263 3.65323
N1 0.93767 -1.08449 4.60052
C4 -0.10192 -0.12584 4.20510
O1 -0.01978 -0.01730 2.82683
C5 -1.44503 -0.75506 4.61458
O2 -1.67420 -1.97644 3.94070
C6 -2.66507 -1.83726 2.92631
C7 -2.73342 -3.06292 2.04815
C8 -2.76272 -4.37164 2.83973
C9 -3.97407 -3.03037 1.13498
C10 -5.29471 -3.02204 1.92060
C11 -3.98320 -1.81085 0.18364
C12 -1.65094 -1.02712 6.11738
Br1 -0.71834 -2.62053 6.76600
P1 -3.51418 -1.45248 6.34318
S1 -4.01906 -3.31448 6.26385
O3 -1.46015 0.06649 6.97591
S2 -0.17713 1.02721 6.69236
O4 1.00208 0.51644 7.29040
O5 -0.54218 2.24561 7.29966
C13 0.06088 1.28872 4.87020
C14 -1.04488 2.31747 4.51919
C15 -1.73786 2.29105 3.14928
C16 -1.09253 3.05348 2.01936
F1 -2.08014 3.56062 1.26400
F2 -0.38779 4.07684 2.38981
F3 -0.42182 2.30456 1.18822
C17 1.50690 1.79236 4.74148
C18 1.84541 2.96153 5.69906
C19 1.89787 2.29394 3.32943
C20 3.43709 2.15452 3.18845
H1 2.86343 -3.88065 3.23841
H2 2.27179 -4.03716 4.92326
H3 3.96386 -4.02672 4.55036
H4 3.24650 -1.74930 5.43717
H5 4.05690 -1.81196 3.90593
H6 2.51506 -0.39848 3.30441
H7 1.75885 -1.95274 2.83905
H8 1.37643 -0.83936 5.47967
H9 -0.41737 -0.80127 2.42879
H10 -2.25622 -0.09655 4.31147
H11 -3.65688 -1.65221 3.33826
H12 -2.44811 -0.99325 2.27266
H13 -1.88420 -3.07856 1.36781
H14 -3.50862 -4.36632 3.61589
H15 -1.77694 -4.59632 3.22468
H16 -3.03730 -5.16217 2.14864
H17 -3.96721 -3.93071 0.53567
H18 -5.30739 -3.69592 2.76647
H19 -6.12059 -3.22295 1.25441
H20 -5.45112 -2.02027 2.31107
H21 -4.86196 -1.20202 0.35246
H22 -3.10747 -1.18066 0.26645
H23 -4.07628 -2.15207 -0.83875
H24 -4.20792 -0.62886 5.42799
H25 -3.80999 -0.90709 7.61050
H26 -1.83741 2.27261 5.25046
H27 -0.62165 3.30197 4.65478
H28 -2.69467 2.77725 3.28156
H29 -1.99394 1.31473 2.78028
H30 2.21730 1.03030 5.00912
H31 0.98932 3.58930 5.91273
H32 2.21867 2.60112 6.64619
H33 2.61188 3.59645 5.28028
H34 1.71579 3.35745 3.29976
H35 1.47724 1.74062 2.50527
H36 3.92168 2.99722 3.66311
H37 3.81271 1.23352 3.61299
H38 3.67517 2.21982 2.13777
C21 -1.59416 3.81006 -3.52070
C22 -2.42330 2.67705 -2.90260
C23 -1.64594 1.64652 -2.08887
F4 -0.72048 1.01191 -2.84517
F5 -2.50360 0.70664 -1.61428
F6 -3.14542 2.06881 -3.87082
F7 -3.31834 3.25892 -2.05722
O6 -1.21483 3.64721 -4.87190
C24 -0.09088 2.90689 -5.14637
C25 -0.42821 1.63510 -5.91990
F8 -1.30321 0.86930 -5.23327
F9 0.69373 0.89566 -6.11088
F10 0.59831 2.64118 -4.01750
F11 0.70479 3.67290 -5.92317
H39 -2.24428 4.68275 -3.52697
H40 -0.74639 4.08423 -2.89292
H41 -1.14872 2.11525 -1.23764
H42 -0.86225 1.87270 -6.89028
C26 7.14793 -0.53594 -1.98174
C27 6.86544 -1.76164 -1.10197
C28 5.41557 -1.95143 -0.65938
F12 4.98347 -0.90143 0.07524
F13 5.32319 -3.06085 0.11285
F14 7.68709 -1.74344 -0.03046
F15 7.20332 -2.85962 -1.83463
O7 7.63967 0.61207 -1.32092
C29 6.73131 1.45439 -0.72906
C30 6.89752 1.48789 0.78843
F16 6.76541 0.25207 1.31312
F17 5.93631 2.27117 1.33203
F18 5.47163 1.13304 -1.08689
F19 6.97306 2.69439 -1.20577
H43 7.95607 -0.82966 -2.64872
H44 6.30651 -0.29837 -2.63249
H45 4.75886 -2.07941 -1.52494
H46 7.87888 1.87975 1.06358
C31 -1.82563 -1.22247 -9.17090
C32 -2.76286 -2.12289 -9.98556
C33 -2.68480 -1.97200 -11.50294
F20 -3.00032 -0.71470 -11.88657
F21 -3.56965 -2.81699 -12.08395
F22 -4.03233 -1.95096 -9.55865
F23 -2.42392 -3.41027 -9.69575
O8 -2.38849 -0.02954 -8.66263
C34 -2.44827 1.06537 -9.48825
C35 -3.88538 1.47425 -9.80468
F24 -4.54964 0.45356 -10.38140
F25 -3.87706 2.51216 -10.67201
F26 -1.72224 0.85357 -10.60181
F27 -1.85124 2.08253 -8.81815
H47 -1.56044 -1.79418 -8.28360
H48 -0.88464 -1.03735 -9.68863
H49 -1.68308 -2.21921 -11.86703
H50 -4.41003 1.76969 -8.89324

## Properties
LUMO level ... 0.130 eV
E ... -229348.29338 eV
Multiplicity ... 1

Löwdin atomic charge list, values in e, 6 entries: -0.100, -0.225, -0.190, 0.026, -0.443, 0.040